# 1
Below is C7H32BCrIO7 as an isolated structure at a distorted geometry, with properties calculated with ωB97M-V with the def2-TZVPD basis set.

Geometry as XYZ:
```
49
Properties=species:S:1:pos:R:3:forces:R:3
H 0.29500 1.77826 4.86545 0.00 -0.07 0.04
H -0.39350 0.86117 2.31231 -0.02 -0.18 -0.22
H -0.90198 -0.10411 3.73315 0.24 -0.09 -0.10
H -1.18668 0.10265 -3.57634 -0.02 0.08 0.00
H 2.69803 1.81196 -3.29737 -0.09 0.03 -0.15
C -2.67823 -2.09397 2.85251 0.09 -0.03 0.25
O -3.79463 -1.73276 3.64470 -0.11 0.09 -0.06
C 2.78445 2.32832 1.35889 0.20 0.01 0.34
C 0.43302 -3.99160 0.16016 -0.06 -0.18 0.17
H 3.83801 2.05641 1.29445 -0.02 0.11 -0.07
O -2.44506 -1.34920 -1.38049 0.01 0.11 -0.14
H 1.00651 0.80000 0.33516 -0.06 0.06 0.47
H 4.53387 0.92455 -2.38293 -0.05 0.08 -0.04
C 3.56940 0.54329 -2.05521 0.19 -0.23 0.18
C -3.28871 -0.22504 -1.24933 -0.12 0.21 -0.11
C -0.24193 0.61632 -3.75096 -0.24 -0.25 -0.01
H -3.37504 0.11872 -0.21346 -0.01 -0.03 -0.03
H -1.83555 -2.39858 3.48519 0.03 -0.01 -0.14
H 2.94086 3.55910 -0.15104 -0.18 0.14 -0.29
H -0.79864 2.48770 -3.45685 -0.13 0.31 0.42
I -1.12419 3.48606 0.00337 0.70 -0.38 -0.52
H -0.09791 0.83067 -4.80719 -0.01 0.04 0.00
H 3.38488 -0.43584 -2.49266 -0.07 0.04 -0.05
O -0.31046 -3.97504 -1.04477 0.06 0.10 -0.04
H 0.55321 -0.01703 -3.38120 0.10 0.09 0.03
H 0.89748 -3.01272 0.26420 0.05 -0.01 -0.02
H -4.27670 -0.51181 -1.60522 0.00 -0.03 0.07
H -0.20031 -4.16152 1.03784 -0.02 0.04 -0.05
H -2.95940 0.62717 -1.86877 0.03 -0.08 0.11
O -0.22179 1.86914 -2.99821 0.61 -0.29 -0.14
H -0.78702 -4.80532 -1.13477 0.00 0.04 0.02
H 2.21919 1.44483 1.61560 -0.19 0.00 -0.06
O 2.51380 1.46251 -2.42104 0.32 0.32 -0.19
O 2.33418 2.84557 0.07070 0.09 -0.47 0.31
H -0.57781 0.79916 -0.88871 -0.38 0.60 0.08
H -0.12709 -0.81395 0.14456 -0.05 0.32 -0.01
H -1.62096 -1.16014 -0.92102 -0.02 -0.23 0.00
C -0.61032 0.88447 3.37156 -0.32 0.32 0.53
H 1.06250 -0.13273 -1.33478 0.08 -0.33 -0.15
H -1.47322 1.53993 3.53187 0.08 0.07 -0.13
O 0.54996 1.38111 4.02914 0.08 0.02 -0.17
Cr 0.86366 2.05722 -1.22765 -1.25 0.60 -0.22
H 1.21363 -4.75855 0.15696 0.03 0.06 -0.05
B 0.33557 0.14254 -0.41382 0.62 -1.05 0.24
H 3.57636 0.44515 -0.97398 -0.11 0.07 0.01
H 2.62353 3.07773 2.12756 -0.02 0.07 -0.02
H -2.35572 -1.28047 2.19332 -0.03 -0.05 -0.05
H -2.97956 -2.94427 2.24645 0.00 0.02 -0.06
H -3.56467 -0.97705 4.19267 0.01 -0.05 0.00
```
Positions in Å, forces in eV/Å.

Values from the calculation:
spin multiplicity	4
net charge	+1
E_HOMO (alpha / beta)	-12.125 / -12.125	eV
strongest force on any atom	1.41	eV/Å
<S²>	4.111
HOMO-LUMO gap (alpha / beta)	5.92 / 8.38	eV

---

# 2
Below is a 2-piece molecular cluster, C4H15N2O overall at a distorted geometry, with properties calculated with ωB97M-V with the def2-TZVPD basis set.

Geometry as XYZ:
```
22
Properties=species:S:1:pos:R:3:forces:R:3
C 0.01621 -0.70363 1.11664 -0.30 0.17 -0.73
H 2.14935 -0.63530 0.99672 0.17 0.39 0.21
H -2.07084 -0.33756 0.59490 -0.14 -0.23 0.43
H -0.98076 0.24855 -2.57329 -0.15 0.17 -0.01
C -0.68228 2.15675 0.12477 -0.80 -0.19 -0.21
H -1.54421 2.81021 -0.00982 -0.21 0.07 -0.03
H -1.29645 1.98104 -2.29393 -0.07 -0.14 -0.10
H -0.61384 2.02506 1.20056 0.32 -0.13 0.17
N 1.32702 -0.25363 0.53853 -0.68 0.58 -1.22
H 2.34697 -2.83969 1.40601 -0.17 -0.12 -0.01
H -2.52124 0.75961 -1.85121 -0.15 0.14 -0.12
N -0.83525 0.89300 -0.58574 1.06 -0.20 -0.29
H -0.12654 -0.21308 2.06140 0.16 0.02 0.50
H 0.06985 -1.78274 1.18703 -0.03 -0.09 0.42
H 1.37321 -0.57802 -0.42903 0.04 -0.48 -0.05
C -1.09410 -0.33916 0.11174 0.08 0.13 -0.06
O 2.46044 -2.88399 0.44663 0.48 -0.27 0.65
H 0.17004 2.69591 -0.28177 0.25 0.18 0.19
C -1.45160 0.97605 -1.90147 0.19 -0.12 0.16
H 1.28617 0.76974 0.36147 0.39 -0.48 0.73
H 3.12982 -3.59350 0.39631 -0.33 0.40 -0.45
H -1.11198 -1.15562 -0.61643 -0.11 0.21 -0.18
```
Positions in Å, forces in eV/Å.

Values from the calculation:
relative energy (zero: lowest compared OMol25 entry of this formula, charge and spin)	149.5	kJ/mol
net charge	+1
E_HOMO	-12.272	eV
strongest force on any atom	1.51	eV/Å
HOMO-LUMO gap	9.07	eV

---

# 3
Below is a 9-piece molecular cluster, C43H52O11S3 overall at a distorted geometry, with properties calculated with ωB97M-V with the def2-TZVPD basis set.

Geometry as XYZ:
```
109
Properties=species:S:1:pos:R:3:forces:R:3
H -2.50554 2.48564 5.83317 -0.18 0.02 0.02
C 4.68306 -0.39720 -2.43340 -1.48 -2.66 -0.52
H -1.25463 -0.47271 -3.16133 0.59 -2.14 -2.36
H 5.34025 -2.43674 -3.02042 -0.09 -0.24 0.76
H 1.75495 1.27593 2.01341 -0.58 -0.23 0.03
O 3.77788 2.08497 0.80253 1.23 1.18 -1.66
C 4.42959 -1.88200 -2.79442 -0.68 0.46 -3.07
H 6.09164 0.37392 -0.82351 -0.18 0.24 0.92
C 1.80516 -1.20425 4.47590 -0.21 -2.37 -2.14
C -2.34919 0.68685 -0.61014 1.38 -0.58 -1.19
H -4.04904 6.34493 -2.84258 0.03 -0.01 -0.30
H -2.42586 1.18514 1.48047 0.14 -0.56 -0.78
H 0.38137 -2.20257 -4.03516 -2.02 2.37 -0.69
H -3.32478 -1.60288 4.75265 -0.13 0.03 0.44
C 1.18586 -1.35366 3.17110 0.76 -1.83 1.56
C 6.19775 1.18661 -0.10492 -0.04 1.46 -0.87
C -2.86668 -1.31620 -4.32400 -0.78 0.07 -0.09
H 1.73304 0.75991 0.30232 -0.74 0.39 0.06
C -0.65214 -2.15263 -4.34461 -1.66 1.43 -1.31
C 0.14854 -4.03749 -0.96071 0.55 -2.27 -0.58
C -3.43919 5.56715 -2.40720 -0.63 -0.16 0.71
H 3.98924 -0.02682 0.48379 0.07 0.63 0.53
C 3.15378 -3.22075 3.89885 -0.40 0.94 -0.43
H 1.52198 -0.48124 5.22655 -0.06 0.25 -0.27
C -1.91995 0.65690 0.68586 0.36 -0.90 1.16
H -2.64191 2.39391 -2.91065 0.49 -0.50 0.60
H -0.23919 -3.56864 -5.93569 0.07 0.04 0.14
H 3.03531 -3.86311 1.84471 -0.07 -0.52 0.05
O 0.32687 -3.13373 -1.99330 0.08 -0.62 -1.45
C -2.96347 0.39440 5.46004 -0.45 3.79 1.77
C -2.61680 3.30509 -2.33141 -1.43 0.10 -1.50
O 1.40803 -1.20580 -2.30028 8.78 1.78 2.65
H -0.17189 0.49939 2.83013 0.20 2.70 2.45
C 2.06769 0.50597 1.30811 0.35 1.20 -1.43
H -3.51630 -0.61276 -3.82444 -0.93 0.07 -0.56
H 4.00923 0.64461 2.13916 0.25 -0.39 0.08
H 0.78371 -1.43074 0.34276 -3.36 1.17 0.01
H -0.06040 -3.62040 0.02441 0.12 0.46 -0.41
C 2.75326 -2.21990 4.78480 0.24 0.75 -0.35
H -1.52965 -1.45969 3.07139 -0.14 -0.15 0.10
C -2.81632 5.83566 -1.19144 1.52 -0.08 -1.07
C -1.25114 1.68231 4.32505 1.41 -1.41 1.83
H 7.12061 1.68761 -0.39719 -0.11 0.35 -0.01
C -5.02953 3.41771 1.33615 0.38 -1.26 1.65
H -0.54687 -0.14354 2.06716 -1.08 -1.04 -3.75
H -1.47933 5.03398 0.32016 -0.06 0.48 -0.76
H -0.61566 2.55152 4.24116 0.10 0.08 0.31
O 3.61251 -2.48028 -1.86778 -1.91 -0.98 3.31
H 6.33530 0.88862 0.93449 -0.64 0.08 -0.10
H 1.16274 -2.33704 1.27482 -0.41 -1.39 2.22
H 3.80807 -1.96686 -3.68582 0.52 0.47 -0.62
H -3.78037 4.97215 0.47455 -0.95 -0.48 0.19
H 0.38887 -0.75632 2.75351 1.52 -1.10 1.20
H 4.00365 -3.82325 4.18363 -0.09 -0.27 -0.10
C -4.96553 2.32683 2.28550 -0.68 0.52 -1.51
C -2.69521 3.69499 1.69963 0.16 -0.51 1.86
H -3.72970 0.52578 6.20973 -0.24 -0.68 0.12
H -3.21093 1.30257 -0.82155 -0.06 -0.20 -0.45
C -2.29785 -3.15234 -5.78460 0.40 0.88 -1.05
H -4.21260 -2.27811 -5.73900 -0.23 0.11 0.19
C -1.55303 0.03058 -1.60388 -2.36 1.69 4.29
C -2.28216 1.62327 5.22258 0.36 -1.10 1.24
H 1.70515 -0.50477 1.49538 1.08 1.68 0.22
C -2.66754 2.70726 2.66748 -0.04 1.52 -2.63
C 1.42226 -4.92184 -1.04036 -0.87 0.42 1.13
C -3.86316 4.08999 1.09208 -0.47 0.75 -0.02
H -1.52153 2.76323 -0.60819 0.24 0.20 -0.13
O 1.79010 -2.88474 -4.04568 2.19 -2.45 0.39
H -5.88457 1.82016 2.54055 -0.11 -0.21 -0.14
C -1.60378 -1.25231 -3.82217 3.05 -2.19 -2.38
H -1.64512 2.56995 2.98717 -1.45 0.20 -0.69
C -3.21672 -2.24507 -5.32244 -0.89 0.52 1.15
C -1.72769 -0.61757 3.71793 -0.42 1.44 1.46
H 4.41810 0.21380 -3.29629 0.43 0.27 0.42
S 0.98949 -3.81860 -3.32333 -2.99 -3.63 1.12
O 1.90370 -4.80366 -2.39881 -0.28 -0.38 -0.37
C 2.59268 -3.26509 2.62757 -0.13 0.31 -0.29
H 2.21494 -4.68977 -0.32910 0.22 0.49 -0.46
H -3.85898 4.01241 -3.85229 -0.21 0.34 -0.15
C -0.95096 0.55711 3.57585 -1.27 -1.32 2.31
H -2.54031 -3.79356 -6.61915 -0.13 -0.20 0.05
H -1.96913 0.20596 -2.58496 -0.26 0.92 1.63
H 3.40610 -2.19195 5.64469 -0.52 0.37 0.62
O 2.11143 -1.84106 0.05631 5.34 -0.57 -3.30
C -0.50512 -0.83464 -1.17416 -3.26 1.14 -2.68
C 3.53918 0.70240 1.15742 0.96 -0.59 1.80
H -1.74016 4.13094 1.44622 -0.41 -0.15 0.78
C -2.75445 -0.68608 4.72809 1.99 -2.20 -3.05
H 1.00033 -5.86026 -0.68059 0.73 -0.81 -1.04
O 3.76243 -0.19653 -1.35527 -2.38 -1.61 0.57
O 4.11137 1.97306 -1.65424 1.07 2.28 0.38
C -2.05068 4.83675 -0.57487 0.26 0.73 -2.29
C -3.78318 1.88293 2.83964 -0.19 1.64 1.16
C -0.98553 -3.00528 -5.39533 -0.28 0.74 -0.40
C -2.03197 3.54940 -1.14464 1.69 0.94 1.71
O 5.25964 3.84842 -0.32724 -1.42 -4.01 -0.15
H -2.80881 6.87885 -0.91197 0.02 -0.03 0.68
S 4.78518 2.43546 -0.46684 0.73 0.80 1.76
H -3.73183 1.07653 3.55623 -0.42 0.08 -0.56
H 0.05658 -1.44752 -1.86356 -3.04 1.10 0.91
C -0.82516 -0.11353 1.02406 0.21 -0.96 -0.78
H -0.63778 -4.72625 -1.26959 -0.55 0.22 0.34
H -5.94118 3.72667 0.84642 -0.20 -0.12 0.23
C -3.37810 4.29293 -2.92684 -0.03 0.25 -0.79
H 5.73141 -0.43770 -2.13772 -0.41 1.00 0.16
S 2.47861 -1.41583 -1.25132 2.70 0.61 -7.46
C 1.57121 -2.38510 2.27345 0.02 0.16 2.69
C -0.12321 -0.89341 0.10788 -1.81 1.14 1.83
O -0.12053 -4.52721 -4.01830 4.51 -0.41 3.20
```
Positions in Å, forces in eV/Å.

Values from the calculation:
relative energy (zero: lowest compared OMol25 entry of this formula, charge and spin)	1542.7	kJ/mol
SMILES	CCOS(C)(=O)=O.O=S1(=O)OCCO1.O=S1(=O)OCCO1.c1ccccc1.c1ccccc1.c1ccccc1.c1ccccc1.c1ccccc1.c1ccccc1
net charge	0
E_HOMO	-8.086	eV
strongest force on any atom	9.35	eV/Å
HOMO-LUMO gap	7.62	eV

---

# 4
Below is a 12-piece molecular cluster, C20H64O12 overall at a distorted geometry, with properties calculated with ωB97M-V with the def2-TZVPD basis set.

Geometry as XYZ:
```
96
Properties=species:S:1:pos:R:3:forces:R:3
H 2.28779 4.04293 9.75552 -0.04 -0.31 -0.05
H 8.33966 -5.99741 3.95499 0.07 0.03 -0.07
H 1.13767 -0.07864 14.20694 -0.04 0.40 0.47
O 3.85857 -5.93071 12.66062 0.24 1.77 0.22
H 9.72464 -4.75410 10.60024 -0.05 -0.11 0.45
H -5.30238 -5.40796 11.24409 0.73 -0.28 0.19
H 9.89547 -4.15709 3.61534 0.95 0.00 -0.07
H 6.56921 -0.16931 0.45615 -0.12 0.02 0.06
H -3.32304 -5.37763 9.65322 0.58 0.05 0.31
C 0.49838 -1.05814 2.09478 -1.75 1.21 1.05
O 7.01160 -0.09802 1.30515 0.08 0.47 0.21
H 10.88510 -5.22354 1.56926 0.08 -0.07 0.04
H 9.31315 -3.84595 1.97158 -0.43 0.44 0.24
H 9.83958 -7.28465 10.65448 0.14 0.22 0.06
H 1.59073 -0.06741 12.60343 -0.25 0.38 -0.58
H 2.97313 -7.47042 13.70056 0.37 0.15 0.16
H 1.21980 -3.26765 7.85831 0.53 -0.47 -0.47
H 0.66950 1.98899 3.21361 -0.08 0.02 0.03
H 6.59024 -0.43164 3.29477 0.38 0.50 -0.12
H 5.30360 0.50334 2.50509 0.38 0.61 -0.34
C -0.18629 0.28760 2.66045 1.90 -0.63 -0.44
H -5.46255 -3.72648 10.89228 -0.40 0.30 0.11
H 1.17735 -0.82531 1.27447 -0.08 0.05 0.18
H -0.69368 2.47949 11.62375 -0.09 -0.10 0.22
C -5.14053 -4.67219 10.45635 0.41 1.36 1.02
H 6.39322 -0.45533 13.48819 0.14 0.11 0.03
C 1.25646 0.62100 13.37960 1.00 -0.65 0.19
H 2.85035 -7.52548 11.96381 -0.20 -0.35 -0.04
C 8.96686 -5.34529 10.08607 0.60 -0.79 0.58
C -0.01333 1.34416 13.11453 -0.84 -0.27 -1.28
C 8.17457 -5.21841 3.21067 -0.67 -0.06 -0.74
O -1.23628 -6.45809 2.83359 -0.76 0.10 -0.50
H 5.37402 -3.27808 14.35440 -0.15 -0.13 -0.04
H 10.73323 -0.42923 6.74275 0.02 0.10 -0.02
H 2.07935 1.31212 13.56209 -0.01 -0.03 0.24
H 3.90896 -5.72434 11.72442 0.04 0.17 0.04
H 3.91091 -1.76289 7.97827 0.05 0.24 -0.33
H -1.77527 -6.37271 3.62341 0.10 -0.06 0.00
O 10.18901 -5.62078 2.09771 1.10 -1.05 -0.10
H 6.24456 -1.83292 12.44050 0.13 -0.20 -0.13
H 3.60634 2.26371 8.70315 -0.30 -0.02 0.39
C 10.51362 0.54603 8.42245 0.60 -0.16 -0.83
C 3.28571 3.19093 8.22822 -0.25 0.86 0.67
H -0.66186 0.85495 1.86042 -0.09 -0.23 -0.24
H 8.10767 -5.50968 10.73634 -0.19 0.52 0.03
C 7.03285 -2.30300 14.42595 0.66 0.54 -0.94
H 11.42979 1.13486 8.37775 0.05 0.38 0.17
H 10.28062 -6.69706 9.00907 0.41 0.15 0.29
O 3.86356 -3.67219 8.65730 -0.01 -0.04 -0.65
H 5.51523 -1.17713 2.23847 -0.17 -0.25 -0.29
C -3.71496 -4.42191 10.00118 -0.26 -0.77 -0.16
H 4.14267 3.48499 7.62221 -0.25 0.35 -0.05
C 9.46998 -4.61861 2.72423 -1.21 0.92 0.41
O 0.15307 2.25544 12.01670 0.58 0.30 0.25
H 4.80860 -3.68244 8.48884 0.24 -0.38 0.31
C 0.12222 -6.42688 3.17124 0.32 -0.09 0.29
H -3.68073 -3.77530 9.12436 -0.35 0.18 0.09
C 6.88127 -1.38796 13.20519 -0.42 -0.09 0.41
H 1.59532 -1.66757 7.23874 0.02 0.12 0.14
C 6.07655 -0.24954 2.35080 -0.54 -1.36 0.49
H 0.70368 -6.06278 2.32422 -0.15 0.12 -0.02
H 0.99939 -1.60194 2.89562 0.26 0.34 0.03
O 8.60184 -4.64430 8.92951 -0.41 0.30 -0.52
H 7.65507 -1.75803 15.13585 -0.48 -0.05 0.53
H -0.28700 -1.73871 1.76596 -0.04 0.07 -0.32
C 3.52079 -7.26131 12.78163 -0.39 -1.20 -0.81
H 9.31283 -4.02513 8.74863 -0.11 0.07 -0.24
O 0.91542 1.06170 3.17808 0.04 -0.09 -0.14
H -0.74794 0.62148 12.75929 -0.31 -0.21 0.46
C 9.50736 -6.73059 9.77657 -0.09 -0.34 -0.82
H 1.83825 -2.13277 8.95885 -0.39 0.49 0.04
H -6.83522 -5.02295 9.62468 -0.04 -0.06 -0.06
C 3.38930 -2.69025 7.74157 -0.22 0.03 -0.28
O 10.74514 -0.63759 7.67979 0.24 -1.01 0.25
H 8.52032 0.61730 7.63383 0.01 -0.06 0.06
H 7.67260 -3.12930 14.11608 -0.18 -0.53 0.06
H 7.87185 -1.18849 12.79646 -0.06 0.11 -0.13
H 9.06224 2.08576 8.44172 -0.13 0.28 -0.26
C 1.93532 -2.44768 7.91985 -0.96 0.44 1.32
H 10.38384 0.26369 9.46722 -0.38 -0.07 -0.13
H -0.90275 0.19852 3.47707 -0.15 -0.76 -0.14
H -3.14520 -3.93618 10.79335 0.22 -0.41 -0.02
H 7.47813 -4.48129 3.61033 0.24 0.17 0.19
H 8.74552 -7.34180 9.29271 -0.35 0.04 0.15
H 2.40905 3.01856 7.60382 0.13 -0.15 -0.14
H 3.50656 -2.91931 6.68238 0.78 -0.47 -0.07
H -0.38452 1.83353 14.01499 0.00 0.21 -0.02
H 0.47896 -7.43194 3.39634 0.16 -0.07 0.19
O 5.81135 -2.71498 14.99726 0.33 0.19 0.17
H 7.67330 -5.63712 2.33804 -0.12 -0.35 0.10
H 0.27672 -5.77104 4.02804 0.33 0.01 0.04
O -5.91030 -5.01073 9.36786 -0.89 -0.37 -1.50
O 2.99957 4.28270 9.15763 0.69 -0.75 -0.78
H 4.42099 -7.86436 12.66288 -0.05 -0.46 0.41
C 9.37394 1.27973 7.77744 -0.45 0.39 0.74
H 9.66573 1.67705 6.80529 0.02 0.12 0.04
```
Positions in Å, forces in eV/Å.

Values from the calculation:
relative energy (zero: lowest compared OMol25 entry of this formula, charge and spin)	357.5	kJ/mol
SMILES	CCO.CCO.CCO.CCO.CCO.CCO.CCO.CCO.CO.CO.CO.CO
net charge	0
E_HOMO	-10.130	eV
strongest force on any atom	2.37	eV/Å
HOMO-LUMO gap	10.22	eV